{
  "formula": "C5H7N3S2",
  "method": "wB97M-V/def2-TZVPD",
  "species": ["C", "C", "C", "C", "C", "N", "N", "N", "S", "S", "H", "H", "H", "H", "H", "H", "H"],
  "xyz": [[-2.610891, -0.456727, 1.065469], [-2.953213, 0.851260, 0.779259], [-1.267178, -0.085075, -0.839968], [1.501020, -0.772607, -0.002428], [1.725701, 0.376677, -1.093744], [-1.791223, -0.908172, 0.171859], [1.122208, -0.176953, 1.316028], [1.137683, 1.064068, 1.353280], [-2.095016, 1.423033, -0.555445], [1.616586, 1.812025, 0.042784], [-2.765968, -1.039524, 1.939829], [-3.607466, 1.399917, 1.513103], [0.622152, -1.299682, -0.254107], [2.313969, -1.475452, 0.231254], [2.718899, 0.560506, -1.567876], [0.878268, 0.587759, -1.767660], [-1.482965, -1.881992, 0.156082]],
  "atomic_forces_ev_per_a": [[-1.907, 2.997, 1.137], [-1.345, -0.639, 3.025], [-1.776, -0.348, 1.073], [0.824, 1.253, -0.283], [0.420, 0.701, 1.350], [3.741, -1.074, -4.255], [-0.127, 0.114, 0.124], [-0.545, -2.163, 2.076], [0.531, -0.955, -0.343], [0.937, 2.504, -2.482], [-0.723, -0.203, 0.507], [0.871, -0.253, -1.315], [-0.595, -0.878, -0.665], [-0.008, 0.388, -0.507], [-0.756, -0.972, 0.248], [0.541, -1.021, 0.116], [-0.084, 0.550, 0.194]],
  "mulliken_charge": [-0.3143, -0.2982, -0.5605, -0.3680, -0.4452, 0.1068, -0.2341, -0.0762, 0.0393, 0.0191, 0.3940, 0.3221, 0.1319, 0.3903, 0.3467, 0.2867, 0.2598],
  "gap_ev": 9.43,
  "spin_multiplicity": 1,
  "total_energy_ev": -31435.341,
  "charge": 0,
  "molar_mass_g_mol": 173.266
}



{
  "formula": "C34H56N2O4P3Sr",
  "method": "wB97M-V/def2-TZVPD",
  "species": ["C", "C", "C", "C", "C", "H", "H", "H", "N", "P", "P", "C", "H", "H", "C", "O", "C", "H", "C", "C", "C", "C", "C", "H", "H", "H", "C", "H", "H", "H", "C", "H", "H", "H", "C", "H", "H", "H", "C", "H", "H", "H", "C", "H", "H", "H", "C", "H", "H", "H", "C", "H", "H", "H", "C", "H", "H", "H", "C", "H", "H", "H", "C", "H", "H", "H", "C", "H", "H", "H", "Sr", "N", "C", "C", "C", "C", "C", "H", "C", "H", "C", "H", "H", "H", "C", "O", "P", "O", "C", "O", "C", "H", "H", "H", "H", "H", "H", "H", "H", "H"],
  "xyz": [[-1.237480, -1.392494, -1.961088], [0.854657, -2.270204, -1.322186], [-1.407708, -2.376359, -2.936909], [0.638940, -3.377280, -2.181424], [-0.469618, -3.413704, -3.004272], [-2.278116, -2.322710, -3.593297], [1.400807, -4.155400, -2.196373], [-0.624306, -4.237906, -3.700558], [-0.157118, -1.341508, -1.160040], [-2.734017, 0.118296, -0.062888], [2.894477, -0.677918, -0.066413], [-2.285630, -0.269050, -1.811379], [-1.868864, 0.644152, -2.270527], [-3.191096, -0.531927, -2.375196], [0.774166, 3.073128, 2.132218], [1.051216, 4.030544, 2.703997], [2.117120, -2.130333, -0.658072], [2.684408, -3.055435, -0.536851], [3.953328, 0.022712, -1.511047], [3.912075, -1.259406, 1.453413], [-3.550908, 1.852983, -0.126646], [-3.932013, -1.285920, 0.358501], [4.144853, 1.525201, -1.232527], [4.693718, 1.703234, -0.297352], [4.721527, 1.970981, -2.056876], [3.179719, 2.043156, -1.175011], [5.305937, -0.682665, -1.614849], [5.950686, -0.496902, -0.746165], [5.197575, -1.764159, -1.770849], [5.829254, -0.273957, -2.492859], [3.187167, -0.162196, -2.827730], [3.754271, 0.320027, -3.638273], [3.060893, -1.221970, -3.080473], [2.200725, 0.312239, -2.792275], [4.738641, -0.059280, 1.965237], [4.105742, 0.825072, 2.140826], [5.205543, -0.334170, 2.923765], [5.544842, 0.224441, 1.273873], [2.929875, -1.701952, 2.557250], [2.341946, -0.871388, 2.977675], [2.230945, -2.476994, 2.212472], [3.504583, -2.125047, 3.397044], [4.826617, -2.442122, 1.119438], [5.574435, -2.205575, 0.356647], [5.368895, -2.712092, 2.038615], [4.262046, -3.324911, 0.794897], [-4.620124, -0.949125, 1.693955], [-5.277702, -1.788219, 1.965409], [-3.889560, -0.826708, 2.507891], [-5.241626, -0.046375, 1.639134], [-3.106115, -2.573130, 0.550469], [-2.599611, -2.881192, -0.372328], [-2.356369, -2.477067, 1.348536], [-3.792886, -3.383598, 0.838046], [-4.971477, -1.536107, -0.740670], [-5.650158, -2.327743, -0.389172], [-5.586841, -0.659496, -0.963379], [-4.517675, -1.893614, -1.672657], [-2.782905, 2.787762, -1.082961], [-2.884976, 2.478846, -2.133068], [-3.212727, 3.799562, -0.998851], [-1.713458, 2.857864, -0.840400], [-3.476092, 2.428077, 1.305303], [-2.435032, 2.611913, 1.618299], [-4.006010, 3.392848, 1.333939], [-3.940328, 1.762016, 2.046991], [-5.007740, 1.770974, -0.589529], [-5.093637, 1.358589, -1.604739], [-5.645333, 1.202805, 0.101013], [-5.407317, 2.797638, -0.622364], [0.169504, 0.366384, 0.827922], [0.621316, 1.817506, -1.086889], [0.693441, 2.139661, -2.221808], [0.718598, 2.777224, -3.481582], [0.524322, 4.171023, -3.527448], [0.937549, 2.052040, -4.673288], [0.633343, 4.847823, -4.741622], [0.290923, 4.710156, -2.607354], [1.064547, 2.742591, -5.878614], [0.993074, 0.962178, -4.637697], [0.925151, 4.134331, -5.910928], [0.492692, 5.929725, -4.768229], [1.269191, 2.184734, -6.796199], [1.035954, 4.666166, -6.860140], [-2.520721, 0.494476, 5.158822], [-2.202962, -0.529411, 4.197048], [-0.709025, -0.726445, 3.493936], [0.303656, -0.703445, 4.809406], [0.720131, 0.525476, 5.446532], [-0.694928, -2.358108, 3.168688], [-0.335726, -3.426929, 4.052552], [-3.615894, 0.499651, 5.226900], [-2.189240, 1.501528, 4.856195], [-2.112299, 0.253109, 6.149170], [0.655001, 1.411129, 4.790587], [0.112243, 0.699817, 6.346758], [1.768993, 0.399720, 5.737538], [0.345991, -4.086705, 3.508838], [0.158027, -3.090539, 4.967774], [-1.241909, -3.984621, 4.308802]],
  "atomic_forces_ev_per_a": [[-0.152, -0.133, -0.556], [0.837, 0.677, 0.822], [-0.625, 0.909, 0.448], [-0.614, -0.468, -0.531], [0.659, -0.215, 0.461], [0.269, -0.167, 0.200], [-0.219, 0.160, -0.147], [0.122, 0.180, 0.155], [0.140, 0.266, -0.052], [0.320, 0.109, 0.028], [-0.865, 0.341, 0.227], [0.340, -0.240, -0.458], [-0.122, -0.311, 0.224], [0.318, 0.127, 0.016], [0.831, 2.861, 1.809], [-0.832, -2.892, -1.796], [-0.743, -0.738, 0.224], [-0.064, 0.120, -0.490], [0.170, -0.112, 0.879], [0.025, 0.405, -0.809], [-0.135, -0.724, 0.012], [-0.081, 0.428, 0.039], [0.192, -0.085, -0.206], [-0.142, -0.028, -0.232], [-0.057, -0.006, 0.189], [0.240, -0.119, 0.052], [0.225, 0.270, -0.450], [-0.208, -0.062, -0.216], [-0.022, 0.246, 0.082], [0.027, -0.148, 0.129], [0.087, -0.071, 0.080], [-0.051, -0.065, 0.170], [-0.041, 0.233, 0.117], [0.115, -0.247, 0.076], [0.036, -0.236, 0.133], [0.129, -0.234, -0.075], [-0.038, 0.105, -0.202], [-0.262, -0.099, 0.181], [0.007, -0.070, -0.089], [0.119, 0.014, -0.168], [0.187, 0.192, -0.045], [-0.117, 0.136, -0.194], [0.255, -0.098, 0.354], [-0.242, -0.069, 0.245], [-0.046, -0.086, -0.202], [0.096, 0.224, 0.086], [-0.061, -0.112, 0.077], [0.119, 0.192, -0.030], [-0.187, -0.008, -0.270], [0.125, -0.249, 0.015], [0.134, 0.019, 0.013], [-0.082, 0.074, 0.186], [-0.187, 0.020, -0.221], [0.118, 0.196, -0.059], [-0.288, -0.173, 0.075], [0.137, 0.135, -0.117], [0.149, -0.235, 0.048], [-0.067, 0.040, 0.234], [-0.102, -0.048, 0.043], [0.031, 0.085, 0.303], [0.119, -0.278, 0.017], [-0.226, -0.057, -0.032], [-0.124, 0.005, -0.086], [-0.213, -0.076, -0.119], [0.136, -0.220, 0.031], [0.131, 0.179, -0.211], [-0.234, 0.581, 0.015], [0.027, 0.055, 0.310], [0.231, 0.144, -0.294], [-0.017, -0.234, -0.037], [0.527, -0.938, -0.521], [0.235, 1.302, -4.128], [-0.606, -0.531, 4.093], [0.030, 0.207, -1.453], [0.116, 0.034, -0.041], [0.011, 0.223, 0.169], [-0.018, -0.301, 0.063], [0.159, -0.136, -0.278], [-0.116, -0.073, 0.178], [0.137, 0.364, -0.034], [0.007, -0.017, 0.123], [0.054, -0.365, -0.025], [-0.113, 0.238, 0.335], [-0.057, -0.192, 0.365], [-0.275, -0.031, 0.007], [1.151, -0.090, -0.473], [-0.587, -2.160, 2.490], [-0.550, 0.475, -0.776], [0.090, -0.120, 0.057], [0.103, 2.575, 0.090], [-0.066, -0.474, 0.340], [0.338, 0.043, -0.001], [0.013, -0.364, -0.049], [-0.037, -0.012, -0.335], [-0.110, -0.364, 0.057], [0.223, -0.056, -0.354], [-0.272, -0.006, -0.071], [-0.134, 0.168, 0.014], [-0.136, 0.149, -0.225], [0.148, 0.137, -0.029]],
  "mulliken_charge": [-0.8447, 0.1581, -0.7931, -0.8509, -0.9144, 0.4702, 0.5123, 0.4052, 1.8232, 1.0955, 0.6427, -0.2965, 0.0763, 0.4802, 0.2386, -0.1596, -0.7535, 0.1029, 1.5440, 2.0749, 1.7365, 1.9365, -1.5773, 0.2815, 0.5082, 0.0436, -2.0715, 0.3310, 0.3792, 0.5336, -1.2877, 0.6640, 0.3442, -0.4111, -1.9318, 0.2316, 0.5196, 0.2982, -1.9432, -0.0757, 0.2810, 0.6231, -1.7850, 0.2835, 0.5489, 0.3244, -1.6564, 0.5467, 0.0928, 0.2427, -1.8542, 0.3108, 0.2608, 0.5348, -1.9354, 0.5402, 0.2797, 0.3532, -1.8295, 0.3652, 0.6120, 0.0642, -1.5924, 0.1553, 0.5038, 0.3053, -2.1092, 0.3398, 0.3625, 0.5434, 1.8985, -0.0727, -0.5331, 0.6121, -0.3411, -0.1104, -0.6910, 0.4349, -0.7970, 0.4682, -0.3530, 0.3976, 0.4000, 0.3993, -0.8265, -0.3225, 0.7094, -0.3267, -0.7558, -0.1656, -0.8549, 0.2944, 0.3713, 0.2592, 0.2588, 0.2910, 0.2711, 0.2682, 0.2971, 0.2868],
  "gap_ev": 5.28,
  "spin_multiplicity": 1,
  "total_energy_ev": -76035.890,
  "charge": 1,
  "molar_mass_g_mol": 737.374
}



{
  "formula": "C2H8NO2P",
  "method": "wB97M-V/def2-TZVPD",
  "species": ["C", "C", "N", "O", "O", "P", "H", "H", "H", "H", "H", "H", "H", "H"],
  "xyz": [[-1.258992, -0.226501, 1.302738], [-0.719768, 0.026177, -1.296543], [-0.427692, -0.366689, 0.096543], [1.894775, -1.022452, -0.858900], [2.037710, 1.455147, 0.341836], [1.142851, -0.700014, 0.514478], [-1.009738, -1.070370, 2.007138], [-1.271669, 0.746061, 1.721637], [-2.261652, -0.547149, 1.171102], [-0.826035, 1.069157, -1.394928], [0.006181, -0.358137, -1.918796], [-1.751368, -0.453380, -1.450600], [1.766013, -0.218410, -1.354799], [2.679381, 1.666554, 1.119090]],
  "atomic_forces_ev_per_a": [[0.143, -1.998, -0.324], [-4.250, -1.045, 2.776], [1.917, -0.270, 0.200], [-0.420, -0.411, 0.281], [0.285, -1.900, 1.984], [1.064, 2.209, 0.958], [0.648, 1.318, -0.255], [0.303, 0.873, 0.587], [-1.276, 0.127, -1.037], [0.017, 1.381, -0.175], [1.134, -0.926, -1.442], [1.480, 0.692, -0.582], [0.719, 0.780, -0.954], [-1.765, -0.830, -2.017]],
  "mulliken_charge": [-0.9798, -0.8783, 0.2150, -0.4128, -0.7976, 0.2621, 0.3520, 0.3210, 0.3638, 0.3136, 0.3506, 0.3027, 0.3524, 0.2353],
  "gap_ev": 9.47,
  "spin_multiplicity": 1,
  "total_energy_ev": -17076.158,
  "charge": 0,
  "molar_mass_g_mol": 109.065
}



{
  "formula": "C2H4BrCl",
  "method": "wB97M-V/def2-TZVPD",
  "species": ["Cl", "C", "C", "Br", "H", "H", "H", "H"],
  "xyz": [[1.748469, -0.556903, 1.289240], [0.622135, -0.484063, -0.041866], [-0.632886, 0.482771, 0.197096], [-1.159074, 1.170434, -1.520291], [1.197195, -0.413485, -0.956059], [0.060737, -1.373684, -0.129395], [-0.396378, 1.336911, 0.715098], [-1.440198, -0.161981, 0.446177]],
  "atomic_forces_ev_per_a": [[0.173, 0.008, 0.597], [-1.688, 0.913, -0.110], [2.151, -1.963, -2.615], [-0.268, 0.237, -0.740], [-0.149, 0.801, -0.108], [0.198, -1.668, 0.072], [0.185, 1.516, 1.843], [-0.601, 0.156, 1.062]],
  "mulliken_charge": [-0.1866, -0.4573, -0.5258, -0.1471, 0.3673, 0.3073, 0.3410, 0.3011],
  "gap_ev": 11.12,
  "spin_multiplicity": 1,
  "total_energy_ev": -84703.292,
  "smiles": "ClCCBr",
  "charge": 0,
  "molar_mass_g_mol": 143.411
}



ΔE to the lowest compared entry with this formula, charge and spin
In order: 226.41 0.00 311.79 65.36
Unit: kJ/mol